Entry from the OMol25 dataset: a 7-piece molecular cluster, C24H50F9N4O10 overall (ωB97M-V with the def2-TZVPD basis set).

Values from the calculation:
gap between HOMO and LUMO: 1.53 eV
total charge: +1
E_LUMO: -4.36 eV
highest occupied orbital energy: -5.89 eV

Each line ends with the Mulliken charge.
Atoms and positions in Å:
C: 4.8484 6.5801 -0.0027  0.895
C: 4.8297 5.1341 0.3516  0.318
O: 3.9013 4.5286 0.7037  -0.434
N: 6.1751 4.4377 0.2785  0.868
H: 6.1649 3.8606 -0.5663  0.372
H: 6.8986 5.1527 -0.0032  -0.600
C: 6.5211 3.6061 1.4739  -0.813
H: 5.0888 7.1033 0.9294  -0.284
H: 3.9159 6.9879 -0.3814  0.463
H: 5.6255 6.6865 -0.7693  -0.963
H: 5.6728 2.9351 1.5784  0.397
H: 6.6761 4.2428 2.3309  0.302
H: 7.3833 3.0027 1.2087  0.341
C: 5.3640 7.6041 -3.6766  -0.502
C: 4.1676 7.1952 -4.4769  0.415
O: 4.1594 6.3416 -5.2507  -0.388
N: 2.8259 7.7018 -3.9395  -0.092
H: 2.7540 7.3113 -2.9894  0.310
H: 2.8562 8.7238 -3.8429  0.417
C: 1.6557 7.3489 -4.8029  -0.803
H: 5.3008 8.6867 -3.5432  0.467
H: 6.2960 7.3485 -4.1592  0.299
H: 5.2841 7.0661 -2.7261  -0.184
H: 1.6905 6.2724 -4.9404  0.352
H: 1.7433 7.8782 -5.7428  0.341
H: 0.7259 7.5733 -4.2887  0.362
C: 12.0083 10.5141 -2.0298  -1.213
C: 11.6284 10.6960 -0.5979  0.509
O: 11.5739 9.8381 0.1777  -0.352
N: 11.1141 12.0694 -0.1739  -0.070
H: 11.8121 12.4086 0.4994  0.389
H: 11.1362 12.6281 -1.0317  0.385
C: 9.6870 12.0134 0.3015  -0.877
H: 12.2185 9.4666 -2.1994  0.298
H: 12.9088 11.1072 -2.2146  0.463
H: 11.2035 10.8174 -2.7029  0.388
H: 9.0584 11.9321 -0.5770  0.300
H: 9.5328 12.9625 0.8069  0.397
H: 9.5506 11.1821 0.9748  0.411
C: 6.7171 4.0630 -5.0498  -0.766
C: 8.1202 3.7055 -4.7189  0.655
O: 9.0314 3.5966 -5.4370  -0.395
N: 8.3942 3.6118 -3.2227  0.200
H: 8.2753 4.5830 -2.7988  0.114
H: 7.8257 2.9183 -2.7390  0.404
C: 9.7881 3.1554 -2.9200  -0.883
H: 6.6642 5.1472 -5.1690  0.025
H: 6.0386 3.7506 -4.2586  0.246
H: 6.4101 3.6546 -6.0088  0.448
H: 10.0458 3.5849 -1.9493  0.333
H: 10.5037 3.5309 -3.6367  0.359
H: 9.8445 2.0847 -2.7542  0.368
C: 15.2829 4.8809 5.3266  -0.071
O: 13.8467 4.6199 5.2647  -0.248
O: 15.5730 5.1788 6.5523  -0.843
C: 16.0643 3.7199 4.6781  0.771
F: 15.6851 2.5268 5.1409  -0.279
F: 15.9781 3.7189 3.3135  -0.294
F: 17.3778 3.8387 4.9207  -0.277
C: 13.2903 4.5637 3.9917  -0.196
C: 11.7773 4.5342 4.1931  -0.937
H: 11.5551 5.4995 4.6568  0.239
H: 11.2713 4.4991 3.2197  0.215
H: 11.4506 3.7293 4.8450  0.339
H: 13.6096 3.6717 3.4317  0.244
H: 13.5190 5.4116 3.3240  0.186
H: 15.5273 5.7683 4.6809  0.136
C: 8.5457 6.6913 -1.1293  0.031
O: 8.1512 6.5776 0.2404  -0.328
O: 7.7043 5.9016 -1.7941  -1.063
C: 8.6518 8.1864 -1.5906  0.705
F: 7.6848 8.6686 -2.4262  -0.236
F: 8.5709 9.0689 -0.5286  -0.325
F: 9.8843 8.4032 -2.1572  -0.309
C: 9.0574 7.0437 1.2280  -0.034
C: 8.7643 6.3838 2.5467  -1.047
H: 9.2074 5.3842 2.4852  0.171
H: 9.2558 6.8134 3.4168  0.481
H: 7.6942 6.3150 2.7422  0.077
H: 9.0206 8.1289 1.3203  -0.032
H: 10.1111 6.9069 0.9511  0.383
H: 9.6120 6.3970 -1.1620  0.430
C: 2.4379 8.5723 2.6183  -0.384
O: 3.7305 8.9519 2.0791  -0.078
O: 1.5930 8.5094 1.6318  -0.845
C: 2.5707 7.2923 3.4465  0.909
F: 1.4595 7.0947 4.1879  -0.260
F: 2.8133 6.1646 2.7071  -0.242
F: 3.6208 7.3698 4.3566  -0.302
C: 4.7468 9.4155 2.9165  -0.342
C: 5.8161 9.9881 2.0123  -0.785
H: 5.3729 10.6986 1.3078  0.331
H: 6.6523 10.3888 2.5854  0.420
H: 6.2953 9.2336 1.3781  -0.091
H: 5.2718 8.5920 3.4257  0.162
H: 4.4060 10.1260 3.6751  0.494
H: 2.0613 9.4162 3.2294  0.131

---

Entry from the OMol25 dataset: C24H50N2O2OsP2 as an isolated structure (ωB97M-V with the def2-TZVPD basis set).

Values from the calculation:
gap between HOMO and LUMO (spin up / spin down): 7.72 / 4.96 eV
total charge: +4
<S²>: 6.0328
E_LUMO (spin up / spin down): -13.28 / -16.63 eV
highest occupied orbital energy (spin up / spin down): -21.00 / -21.59 eV
spin multiplicity: 5

Each line ends with the Mulliken spin population.
Atoms and positions in Å:
Os: 0.2682 0.2695 -1.0951  1.631
C: 0.5181 -1.5729 -0.7972  0.137
O: 0.6412 -2.7254 -0.5931  0.104
C: -0.3452 1.4206 0.2671  0.217
O: -0.7522 2.1214 1.1257  0.099
P: -1.8858 -0.0901 -1.6453  -0.037
C: -3.3195 -0.8028 -0.6814  0.043
H: -4.2206 -0.7626 -1.3174  0.000
C: -2.4495 1.6074 -2.1148  0.044
H: -2.4368 2.1827 -1.1701  0.003
C: -1.6661 -1.1837 -3.1178  0.054
H: -1.4502 -2.1861 -2.7041  0.003
C: 3.5321 -0.4774 -0.2268  0.063
P: 2.1560 0.2773 0.7459  0.215
H: 3.2188 -0.3525 2.8429  0.011
H: 3.2124 -1.5265 -0.3441  0.016
C: 2.9005 1.9465 1.2527  0.037
H: 3.9701 1.7381 1.4048  0.008
C: -1.3307 2.1797 -2.9831  0.068
H: -1.3964 1.8621 -4.0355  0.000
H: -0.3252 1.8837 -2.5367  0.005
H: -1.3738 3.2815 -2.9657  0.001
C: -3.8960 1.6712 -2.6235  0.014
H: -4.1721 2.7028 -2.8823  0.005
H: -4.5907 1.3531 -1.8367  0.000
H: -4.0771 1.0366 -3.4946  0.000
C: -2.9477 -1.3308 -3.9475  0.013
H: -3.8183 -1.5471 -3.3168  0.001
H: -2.8514 -2.1814 -4.6357  0.005
H: -3.1668 -0.4419 -4.5470  0.000
C: -0.4028 -0.7186 -3.8489  0.075
H: 0.1254 -1.5981 -4.2593  -0.001
H: 0.3363 -0.2097 -3.1321  0.011
H: -0.6286 -0.0449 -4.6875  -0.001
C: -3.0253 -2.2583 -0.3398  0.007
H: -2.8376 -2.8691 -1.2292  0.000
H: -3.8678 -2.6959 0.2116  0.002
H: -2.1398 -2.3221 0.3031  0.000
C: -3.5575 0.0351 0.5747  0.010
H: -2.7914 -0.1749 1.3322  0.001
H: -4.5242 -0.2270 1.0255  0.000
H: -3.5644 1.1147 0.3843  0.000
C: 4.8912 -0.4824 0.4864  0.024
H: 4.8407 -0.8978 1.4957  0.000
H: 5.3092 0.5271 0.5396  -0.001
H: 5.5831 -1.0998 -0.1000  0.007
C: 3.5685 0.1532 -1.6230  0.017
H: 4.1914 1.0613 -1.6467  0.000
C: 1.1223 -0.4542 3.3354  -0.009
H: 2.5487 0.3816 -2.0207  0.019
H: 4.0103 -0.5811 -2.3166  0.001
C: 2.3874 -2.2226 2.1437  0.007
H: 0.1732 -0.8316 2.9320  0.006
H: 1.3039 -0.9865 4.2815  -0.001
H: 0.9832 0.5994 3.5848  0.003
C: 2.2856 -0.7156 2.3726  0.030
H: 2.4279 -2.7370 3.1135  0.000
H: 3.2704 -2.5198 1.5722  0.000
H: 1.4997 -2.5873 1.6173  -0.001
C: 2.3106 2.4691 2.5614  0.004
H: 1.2159 2.5018 2.5047  -0.001
H: 2.6614 3.4916 2.7425  0.002
H: 2.6060 1.8633 3.4217  0.000
C: 2.7263 2.9775 0.1429  0.033
H: 3.1767 2.6714 -0.8049  0.001
H: 3.1952 3.9215 0.4500  0.000
H: 1.6614 3.1825 -0.0293  -0.004
H: -0.4819 -3.8486 2.0405  0.001
H: -0.9472 -3.2751 2.2998  -0.003
C: -3.4494 0.3715 6.5545  0.000
N: -3.0934 -0.4286 5.3902  -0.025
C: -3.3192 -1.7931 5.2601  0.376
C: -2.8840 -2.1359 4.0003  0.354
N: -2.3597 -1.0170 3.3792  -0.031
C: -2.5183 -0.0069 4.2170  0.310
H: -4.5376 0.3936 6.7043  -0.001
H: -2.9970 -0.0558 7.4563  0.000
H: -3.0950 1.3954 6.4127  -0.002
H: -3.7669 -2.3819 6.0383  -0.016
H: -2.9107 -3.1016 3.5194  0.008
H: -2.2503 1.0399 4.0465  0.028

---

no.,F_max (eV/Å)
1,3.33
2,8.15